Record 1
C3H8N2 in the gas phase, computed with wB97M-V/def2-TZVPD.

```
13
Properties=species:S:1:pos:R:3
C -0.67 -0.09 0.89
C 0.27 0.24 -0.28
C 1.36 -0.61 -0.83
H -2.63 -0.44 1.11
H -2.22 0.65 -0.11
H -0.73 0.88 1.38
H -0.16 -0.83 1.59
H -0.12 0.88 -1.06
H 1.73 -1.59 -0.33
H 1.48 -0.55 -1.96
H 1.99 1.32 -0.64
N -1.95 -0.38 0.27
N 1.66 0.53 -0.02
```

Calculated values
Strongest force on any atom in hartree/bohr: 0.0744
Molecular weight in g mol⁻¹: 72.11
Kohn-Sham gap in Eh: 0.385
Energy in eV: -6218.7300
Spin multiplicity: 1
LUMO energy in Ha: 0.0388
SMILES string: NC[C@@H]1CN1
HOMO energy in eV: -9.43


Record 2
A 2-piece molecular cluster, C3H8N2 overall, computed with wB97M-V/def2-TZVPD.

```
13
Properties=species:S:1:pos:R:3
C 0.43 -1.13 2.47
N 1.61 -1.60 2.40
H -0.41 -1.80 2.67
H 0.12 -0.24 1.91
H 2.25 -0.84 2.64
C 0.43 0.97 -1.81
C -1.72 0.43 -1.44
N -0.91 1.40 -1.46
H 1.01 1.73 -2.34
H 0.50 0.00 -2.31
H 1.10 0.96 -0.94
H -2.67 0.55 -0.92
H -1.46 -0.48 -1.99
```

Calculated values
Strongest force on any atom in hartree/bohr: 0.0569
Molecular weight in g mol⁻¹: 72.11
Kohn-Sham gap in Eh: 0.383
Energy in eV: -6217.9289
Spin multiplicity: 1
LUMO energy in Ha: 0.0298
SMILES string: C=NC.C=N
HOMO energy in eV: -9.62


Record 3
C3H8N2 as an isolated structure, computed with wB97M-V/def2-TZVPD.

```
13
Properties=species:S:1:pos:R:3
C -1.53 -1.28 -0.42
C -0.22 -0.47 -0.47
N 1.55 1.83 0.12
C 0.83 1.11 0.94
N 0.16 -0.11 0.87
H -1.19 -2.13 0.19
H -1.80 -1.68 -1.39
H -2.27 -0.70 0.13
H -0.39 0.40 -1.12
H 0.63 -1.00 -0.93
H 1.79 1.33 -0.75
H 2.05 1.04 1.05
H 0.39 1.66 1.79
```

Calculated values
Strongest force on any atom in hartree/bohr: 0.1085
Molecular weight in g mol⁻¹: 72.11
Kohn-Sham gap (spin up / spin down) in Eh: 0.359 / 0.296
Energy in eV: -6208.2064
Spin multiplicity: 2
Net charge: +1
LUMO energy (spin up / spin down) in Ha: -0.2393 / -0.3011
HOMO energy (spin up / spin down) in eV: -16.28 / -16.25


Record 4
C3H8N2O in the gas phase, computed with wB97M-V/def2-TZVPD.

```
14
Properties=species:S:1:pos:R:3
C -2.31 0.85 0.54
N -1.45 -0.45 0.27
C -0.19 -0.31 -0.48
O -0.23 -0.26 -1.69
N 0.91 -0.21 0.29
C 2.23 -0.07 -0.29
H -1.56 1.54 0.96
H -2.05 -1.06 -0.28
H -2.49 1.20 -0.49
H -1.31 -0.90 1.18
H 0.83 -0.27 1.30
H 2.78 0.74 0.20
H 2.80 -1.00 -0.20
H 2.10 0.17 -1.35
```

Calculated values
Strongest force on any atom in hartree/bohr: 0.0092
Molecular weight in g mol⁻¹: 88.11
Kohn-Sham gap in Eh: 0.269
Energy in eV: -8265.7639
Spin multiplicity: 1
LUMO energy in Ha: 0.0138
HOMO energy in eV: -6.95